No. 1
{"formula": "C29H27CdN4O4S", "method": "the ωB97M-V functional and the def2-TZVPD basis", "species": ["Cd", "C", "O", "C", "N", "C", "C", "C", "C", "C", "C", "C", "C", "C", "C", "C", "C", "N", "C", "N", "C", "C", "O", "C", "C", "C", "C", "C", "C", "H", "H", "H", "H", "H", "H", "H", "H", "H", "H", "H", "H", "H", "H", "H", "H", "H", "H", "H", "C", "H", "H", "C", "C", "O", "O", "H", "H", "H", "S", "C", "C", "N", "C", "H", "H", "H"], "xyz": [[-0.04924, -0.09988, -0.13157], [2.05826, -0.60478, 4.41603], [2.99366, -0.31118, 3.40303], [2.29246, 0.28792, 2.36763], [1.06406, 0.56802, 2.63803], [0.78796, 0.18782, 4.00103], [-0.48994, -0.58638, 4.18943], [-0.92114, -0.88348, 5.47813], [-2.10004, -1.57638, 5.68193], [-2.86244, -1.97978, 4.59713], [-2.43584, -1.69128, 3.31183], [-1.25614, -0.99648, 3.10853], [3.05256, 0.61672, 1.20113], [4.40556, 0.36332, 1.17673], [5.15916, 0.58172, 0.01393], [4.47456, 0.76742, -1.17337], [3.09236, 0.90872, -1.16437], [2.51006, 1.28392, 0.09203], [2.32786, 0.64212, -2.31387], [1.07406, 0.28332, -2.41547], [0.69986, 0.27422, -3.80467], [1.97696, 0.79192, -4.53307], [2.97396, 0.82012, -3.54427], [-0.50894, 1.11482, -4.14597], [-0.93344, 1.17252, -5.46957], [-2.02834, 1.93672, -5.82877], [-2.71954, 2.65202, -4.86417], [-2.30864, 2.58992, -3.54367], [-1.20594, 1.83292, -3.18617], [2.46956, -0.29598, 5.38123], [1.86696, -1.68608, 4.42973], [0.70666, 1.11492, 4.59733], [-0.33014, -0.55698, 6.32323], [-2.42674, -1.79798, 6.68963], [-3.79014, -2.51108, 4.76003], [-3.02094, -1.99948, 2.45673], [-0.92824, -0.76118, 2.10163], [4.86036, -0.06338, 2.05433], [6.22666, 0.42922, 0.01983], [4.97506, 0.67402, -2.12647], [0.47326, -0.76108, -4.11057], [1.82316, 1.81282, -4.91627], [2.30216, 0.14512, -5.35337], [-0.39944, 0.60612, -6.21977], [-2.34824, 1.97062, -6.86197], [-3.57174, 3.25722, -5.14367], [-2.84904, 3.13222, -2.78037], [-0.88534, 1.78202, -2.15437], [1.14796, 1.71512, 0.08823], [0.95606, 2.26342, 1.00913], [1.02576, 2.38242, -0.77067], [0.27616, -4.33118, 0.42563], [0.16206, -2.81848, 0.15833], [1.05206, -2.08768, 0.63073], [-0.82604, -2.40948, -0.48417], [-0.08804, -4.53298, 1.43143], [1.31646, -4.63938, 0.36683], [-0.32264, -4.89068, -0.28517], [-5.04304, -0.23168, -1.00087], [-4.83334, 0.93802, 0.26133], [-3.50444, 1.10932, 0.52373], [-2.66734, 0.36832, -0.22687], [-3.30834, -0.38358, -1.07207], [-5.68184, 1.40422, 0.71943], [-3.09864, 1.78142, 1.26093], [-2.84014, -1.07498, -1.74057]], "forces_ev_per_a": [[0.4, 0.0, -0.5], [-0.4, -0.1, 0.2], [0.3, 0.2, -0.4], [-0.4, 0.1, 0.7], [0.1, -0.2, -0.2], [0.4, 0.0, 0.2], [0.1, 0.2, 0.0], [0.0, 0.0, -0.1], [0.0, 0.0, 0.1], [-0.1, -0.1, 0.0], [-0.1, 0.0, 0.0], [0.1, 0.0, -0.1], [1.1, -0.5, 0.1], [-0.9, 0.0, 0.5], [0.4, 0.4, -0.5], [0.0, 0.0, 0.2], [0.1, -0.1, -0.6], [0.1, 0.1, 0.0], [0.4, 0.1, 0.2], [-0.4, -0.2, 0.1], [0.3, -0.1, -0.1], [-0.4, 0.0, -0.2], [0.1, -0.1, 0.5], [0.0, -0.1, 0.0], [-0.1, 0.0, 0.1], [0.0, 0.0, -0.1], [-0.1, 0.1, 0.0], [-0.1, 0.1, 0.0], [0.1, -0.1, 0.1], [0.0, 0.0, -0.1], [0.0, 0.1, 0.0], [0.0, -0.2, 0.0], [0.1, 0.0, 0.1], [0.0, 0.0, 0.0], [-0.1, -0.1, 0.0], [-0.1, 0.0, -0.1], [0.0, -0.1, 0.2], [0.1, -0.1, 0.1], [0.1, -0.1, 0.0], [0.1, 0.0, -0.1], [0.0, 0.1, -0.1], [0.0, -0.2, 0.0], [0.0, 0.0, 0.0], [0.1, -0.1, -0.1], [0.0, 0.0, -0.1], [-0.1, 0.0, 0.0], [-0.1, 0.1, 0.1], [0.1, 0.0, 0.0], [-0.6, 0.6, 0.1], [-0.1, 0.0, -0.2], [-0.1, 0.0, 0.1], [0.0, 0.5, -0.2], [0.6, -1.4, 0.5], [0.1, 0.5, 0.1], [-0.9, 0.9, -0.5], [0.0, 0.0, 0.1], [0.1, 0.0, 0.0], [-0.1, -0.1, -0.1], [1.0, 0.4, 0.5], [0.3, -0.4, -0.4], [-1.1, 0.4, 0.3], [0.4, -1.0, -0.8], [-0.7, 0.3, 0.4], [-0.1, 0.1, 0.1], [0.0, 0.1, 0.1], [0.3, -0.2, -0.2]], "multiplicity": 1, "fmax_ha_per_bohr": 0.0305, "e_tot_ha": -2207.2012, "charge": -1, "gap_ev": 3.76}

***

No. 2
{"formula": "C29H27CsFIN5O3S3", "method": "the ωB97M-V functional and the def2-TZVPD basis", "species": ["Cs", "C", "C", "S", "C", "C", "S", "C", "C", "S", "H", "H", "H", "H", "H", "H", "H", "H", "H", "H", "H", "H", "C", "C", "C", "C", "C", "C", "C", "F", "C", "C", "C", "O", "C", "C", "N", "C", "C", "O", "O", "H", "H", "H", "H", "H", "H", "H", "H", "H", "H", "H", "N", "C", "C", "C", "N", "C", "N", "I", "C", "C", "C", "C", "N", "C", "H", "H", "H", "H"], "xyz": [[-0.42937, -1.63333, -0.55747], [-3.14447, 1.65125, -1.93798], [-4.03942, 1.25112, -0.76047], [-3.54675, -0.28569, 0.04308], [-3.41264, 0.13102, 1.79028], [-2.57435, 1.34838, 2.18342], [-0.83179, 1.22293, 1.72204], [-0.54259, 2.80028, 0.90459], [-1.41657, 3.14109, -0.30834], [-1.39115, 1.88499, -1.60265], [-3.57276, 2.54430, -2.40044], [-3.15507, 0.86249, -2.69247], [-5.05526, 1.15356, -1.14992], [-4.07766, 2.04736, -0.01670], [-2.95770, -0.76669, 2.21914], [-4.40061, 0.24528, 2.24496], [-2.65308, 1.46102, 3.26690], [-2.99214, 2.25971, 1.75422], [0.50317, 2.75277, 0.59127], [-0.61279, 3.62879, 1.61546], [-1.07073, 4.10088, -0.70043], [-2.44532, 3.30353, 0.01373], [2.57693, -4.02248, 6.82220], [1.91630, -2.65158, 6.74844], [2.50717, -1.64152, 7.72444], [3.94885, -1.32441, 7.35697], [4.06088, -0.94167, 5.90464], [5.11096, -0.17659, 5.45127], [5.19662, 0.17338, 4.10764], [6.25519, 0.92541, 3.72158], [4.25737, -0.20620, 3.19609], [3.17537, -0.98298, 3.63104], [2.15764, -1.38930, 2.63623], [2.23642, -1.01624, 1.46573], [1.08788, -2.20661, 3.15923], [1.05829, -2.50080, 4.47437], [1.99250, -2.11013, 5.38912], [3.07667, -1.35487, 4.97793], [-0.00957, -2.69094, 2.22860], [0.33935, -3.49021, 1.33669], [-1.13921, -2.16830, 2.38028], [2.51390, -4.42563, 7.83508], [3.62854, -3.97406, 6.53668], [2.08561, -4.72079, 6.14427], [0.85192, -2.75900, 6.96690], [2.44670, -2.04079, 8.73838], [1.90248, -0.73217, 7.69238], [4.57906, -2.19656, 7.55722], [4.33987, -0.51879, 7.98042], [5.88147, 0.17117, 6.12886], [4.31345, 0.06877, 2.15178], [0.24135, -3.08346, 4.88497], [-1.48205, -1.00352, -3.40532], [-2.04618, -1.65603, -4.18234], [-2.74927, -2.43885, -5.10674], [-2.06882, -3.32266, -5.97037], [-1.51095, -4.04708, -6.67832], [-4.14844, -2.27005, -5.20942], [-5.29226, -2.12158, -5.29527], [6.14440, -0.96151, -1.28682], [4.37684, -0.30846, -2.14318], [4.35520, 0.34693, -3.36445], [3.13245, 0.76054, -3.86605], [1.98605, 0.50676, -3.12576], [2.00759, -0.11651, -1.95197], [3.18173, -0.52359, -1.46864], [5.27352, 0.52441, -3.90898], [3.05682, 1.26658, -4.81878], [1.00799, 0.80278, -3.48957], [3.15806, -1.02090, -0.50623]], "forces_ev_per_a": [[0.0, 0.3, -0.5], [-0.3, -0.1, 0.0], [0.0, 0.3, -0.1], [-0.1, -0.1, 0.0], [0.1, 0.1, 0.3], [-0.2, 0.0, 0.0], [0.1, -0.2, 0.0], [0.0, 0.3, -0.2], [0.0, 0.1, 0.3], [0.2, -0.1, 0.0], [0.1, 0.0, 0.0], [0.0, 0.0, 0.0], [0.0, -0.1, 0.0], [0.0, 0.0, 0.0], [0.0, 0.0, 0.0], [0.0, 0.0, -0.1], [0.1, 0.0, 0.0], [0.1, 0.0, 0.0], [0.0, -0.1, 0.0], [0.0, -0.1, 0.1], [0.0, 0.0, -0.1], [0.0, 0.0, -0.1], [0.0, -0.1, 0.0], [0.0, 0.1, 0.0], [0.0, 0.0, 0.0], [0.1, 0.0, 0.0], [0.0, 0.0, -0.1], [0.0, 0.0, 0.0], [0.1, 0.0, 0.0], [0.0, 0.0, 0.0], [-0.1, -0.1, 0.0], [0.1, 0.0, -0.1], [0.0, 0.0, 0.0], [-0.1, 0.0, 0.0], [0.0, 0.0, 0.1], [-0.1, 0.0, 0.0], [0.1, 0.0, 0.0], [-0.1, 0.0, 0.1], [-0.1, 0.0, -0.1], [0.2, -0.3, 0.5], [0.0, 0.0, 0.2], [0.0, 0.0, 0.0], [0.0, 0.0, 0.0], [0.0, 0.0, 0.0], [0.0, 0.0, 0.0], [0.0, 0.0, 0.0], [0.0, 0.0, 0.0], [0.0, 0.0, 0.0], [0.0, 0.0, 0.0], [0.0, 0.0, 0.0], [0.0, 0.0, 0.0], [0.0, 0.0, 0.0], [0.0, 0.0, -0.2], [0.0, 0.0, 0.0], [-0.1, 0.1, 0.0], [0.0, 0.0, 0.0], [0.0, 0.0, 0.0], [0.0, 0.0, 0.0], [0.0, 0.0, 0.0], [0.2, -0.1, 0.1], [-0.4, 0.1, -0.1], [0.1, 0.0, 0.0], [-0.1, 0.0, 0.0], [0.0, 0.0, -0.1], [0.2, 0.0, 0.0], [-0.1, 0.1, 0.0], [0.0, 0.0, 0.0], [0.0, 0.0, 0.0], [0.0, 0.0, 0.0], [0.0, 0.0, 0.0]], "multiplicity": 1, "fmax_ha_per_bohr": 0.0120, "e_tot_ha": -3233.2049, "charge": -1, "gap_ev": 6.62}

***

No. 3
{"formula": "C29H27MgN6STe", "method": "the ωB97M-V functional and the def2-TZVPD basis", "species": ["Mg", "C", "C", "N", "C", "C", "C", "C", "C", "C", "C", "N", "C", "C", "C", "C", "C", "C", "C", "C", "N", "C", "H", "H", "H", "H", "H", "H", "H", "H", "H", "H", "H", "H", "C", "N", "C", "C", "N", "C", "S", "C", "C", "C", "C", "C", "N", "H", "H", "H", "H", "H", "H", "H", "H", "H", "C", "Te", "C", "H", "H", "H", "H", "H", "H"], "xyz": [[-0.24638, 0.21861, 0.19581], [-3.11121, 0.13814, 3.58989], [-1.96494, 0.40271, 2.79354], [-1.59961, -0.27408, 1.73594], [-2.40997, -1.32793, 1.31465], [-3.46032, -1.80874, 2.15403], [-3.81765, -0.93629, 3.26697], [-4.14068, -2.96856, 1.83605], [-3.68607, -3.72960, 0.76271], [-2.64871, -3.31457, -0.07528], [-1.92064, -2.16503, 0.23562], [-0.70715, -1.72138, -0.28335], [0.44602, -2.42533, -0.52496], [0.61703, -3.64730, -1.13634], [1.83668, -4.41525, -1.04865], [2.96576, -3.86665, -0.56856], [2.91670, -2.58310, -0.04193], [4.10917, -1.95839, 0.61687], [3.92143, -0.73161, 1.26958], [2.70897, -0.06220, 1.18073], [1.64615, -0.62063, 0.61861], [1.72441, -1.83968, -0.01371], [-3.28821, 0.72963, 4.53684], [-1.24988, 1.13165, 3.14442], [-4.59324, -1.35986, 3.86144], [-4.95519, -3.31854, 2.46526], [-4.11205, -4.72228, 0.55873], [-2.35580, -3.87490, -0.92033], [-0.20301, -4.05748, -1.67357], [2.01538, -5.42697, -1.46473], [3.89355, -4.36479, -0.63648], [5.02257, -2.54787, 0.54635], [4.70664, -0.17857, 1.90067], [2.52514, 0.92391, 1.48840], [3.58519, -0.38453, -2.60296], [3.32076, 0.77798, -1.78774], [4.17026, 1.49873, -1.00628], [3.44720, 2.36405, -0.30830], [2.11034, 2.19150, -0.71739], [1.99344, 1.21946, -1.64038], [0.53662, 0.51447, -2.18378], [1.11276, 2.99332, -0.10700], [1.23490, 4.41475, -0.04651], [0.19118, 5.11550, 0.58498], [-0.86085, 4.42486, 1.30830], [-0.80962, 3.08018, 1.15841], [0.10387, 2.33580, 0.45710], [3.81652, -0.10219, -3.59049], [2.75471, -1.06758, -2.69243], [4.50041, -0.94363, -2.37461], [5.13141, 1.11869, -0.92927], [3.75412, 3.10016, 0.51296], [2.06713, 4.90699, -0.56698], [0.13148, 6.21990, 0.50059], [-1.57009, 4.94216, 1.94305], [-1.55196, 2.42321, 1.60157], [-2.61679, 0.72661, -3.18260], [-3.43387, 0.72995, -1.21751], [-4.06442, 2.77992, -1.05591], [-2.05461, 1.58707, -3.40937], [-3.26303, 0.51827, -3.93897], [-1.88247, -0.06369, -3.16302], [-4.87188, 2.92023, -1.73005], [-3.21660, 3.30892, -1.44737], [-4.35103, 3.05193, -0.05325]], "forces_ev_per_a": [[-0.4, -0.4, -0.2], [1.1, 1.7, 1.3], [0.2, -0.1, 0.5], [-1.2, -0.1, -0.1], [0.7, -1.3, 0.9], [0.3, 2.9, -0.2], [-0.4, -2.9, -1.3], [0.1, -1.5, -0.5], [-0.7, -0.3, 0.2], [0.4, 1.2, 1.0], [0.9, 0.4, 0.1], [-0.1, 0.3, -0.2], [1.0, 0.1, 0.6], [0.7, -1.1, 0.3], [-0.6, -0.1, -1.2], [0.0, 0.4, 0.1], [2.1, 2.4, 1.6], [-2.7, 0.2, -0.4], [2.5, -0.1, 0.5], [-1.5, -2.2, -0.9], [0.4, 0.0, -0.4], [-1.4, -0.2, 0.7], [0.1, -0.7, -1.4], [0.0, 0.3, 0.0], [-0.7, 0.3, 0.6], [0.1, 0.0, -0.1], [-0.1, 0.6, 0.1], [0.3, -0.7, -0.6], [-0.6, -0.5, -0.1], [-1.0, 0.7, 0.1], [0.9, -0.6, 0.2], [0.0, 0.4, 0.4], [-0.9, -1.2, -1.3], [0.2, 1.0, 1.0], [1.2, -0.7, -0.4], [-3.1, -0.5, -0.8], [-0.8, -0.7, -0.3], [0.2, 2.1, 1.4], [0.7, 1.8, 0.9], [1.1, -1.3, 0.3], [1.1, 0.7, -0.6], [-0.6, 0.7, 0.4], [-1.0, -0.7, 0.0], [-0.5, 0.0, 0.4], [2.5, 1.1, -1.5], [-0.5, -2.2, 0.0], [0.0, 1.5, 0.4], [-0.1, 0.8, -1.5], [-0.4, 0.0, 0.6], [-0.3, 0.3, 1.0], [1.8, 0.1, 0.2], [-0.7, -1.3, -1.6], [-0.6, -0.2, 0.3], [0.4, -0.8, 0.3], [-0.1, -0.1, -0.3], [-0.1, 0.4, 0.0], [1.4, -0.3, 2.0], [0.0, -0.1, 0.3], [0.6, -0.8, -0.6], [0.5, 1.3, 0.0], [-2.2, -0.5, -1.9], [0.1, -0.5, 0.1], [-0.8, 0.2, -0.4], [0.3, 0.7, 0.2], [0.1, 0.0, 0.3]], "multiplicity": 1, "fmax_ha_per_bohr": 0.0704, "e_tot_ha": -2315.9976, "charge": 1, "gap_ev": 6.14}